Record 1
Entry from the Open Molecules 2025 dataset: a structure of composition C2H4InO2 (ωB97M-V/def2-TZVPD).

Element x y z (Å)
In  -1.606  -1.921  -2.144
O  0.171  0.438  -1.655
C  0.215  0.835  -0.272
C  0.215  -0.266  0.797
O  -0.803  -1.322  0.815
H  -0.593  1.453  0.120
H  1.131  1.424  -0.323
H  0.144  0.217  1.772
H  1.125  -0.858  0.891

As for the total charge: +1. As for the orbital gap: 5.823 eV. The HOMO energy comes out at -14.711 eV. As for the relative energy (zero: lowest compared OMol25 entry of this formula, charge and spin): 50.8 kcal per mole. As for the LUMO energy: -0.32665 hartree.

Record 2
Entry from the Open Molecules 2025 dataset: a structure of composition C27H41AsBeF5N5O2S3Si3 (ωB97M-V/def2-TZVPD).

Element x y z (Å)
Be  -0.407  0.922  0.307
F  -1.762  -1.573  6.945
C  -1.537  -0.835  5.862
C  -1.453  -1.421  4.621
F  -1.613  -2.741  4.500
C  -1.211  -0.641  3.503
F  -1.120  -1.293  2.338
C  -1.058  0.738  3.552
S  -0.776  1.836  2.199
C  -1.166  1.289  4.830
F  -1.047  2.608  4.995
C  -1.398  0.533  5.961
F  -1.505  1.120  7.151
O  -1.021  0.543  -5.139
S  0.110  1.218  -4.576
O  1.430  0.823  -4.985
N  -0.010  1.171  -2.920
C  -0.201  2.357  -2.432
S  -0.494  2.716  -0.775
C  -0.198  3.476  -3.439
C  -0.270  4.843  -3.232
C  -0.175  5.677  -4.341
C  -0.017  5.152  -5.623
C  0.059  3.780  -5.827
C  -0.041  2.971  -4.714
H  -0.385  5.242  -2.231
H  -0.209  6.752  -4.206
H  0.051  5.820  -6.472
H  0.199  3.360  -6.816
C  3.190  -3.310  0.121
Si  1.542  -2.607  0.625
C  0.165  -3.294  -0.400
C  1.295  -3.134  2.384
As  1.562  -0.265  0.256
Si  2.953  0.673  1.945
C  4.741  0.241  1.646
C  2.466  0.015  3.622
C  2.817  2.520  1.887
Si  2.848  0.021  -1.737
C  2.007  -1.072  -2.980
C  4.631  -0.525  -1.709
C  2.939  1.866  -1.991
H  3.310  -4.305  0.562
H  4.011  -2.681  0.476
H  3.289  -3.404  -0.964
H  0.118  -4.383  -0.281
H  0.288  -3.066  -1.463
H  -0.792  -2.869  -0.079
H  1.531  -4.203  2.432
H  0.262  -3.001  2.713
H  1.952  -2.612  3.085
H  4.878  -0.795  1.323
H  5.299  0.384  2.578
H  5.175  0.894  0.885
H  3.262  -0.615  4.035
H  1.553  -0.583  3.584
H  2.288  0.846  4.313
H  2.661  2.881  0.863
H  3.741  2.970  2.268
H  1.976  2.871  2.485
H  2.341  -2.099  -2.822
H  2.265  -0.773  -4.005
H  0.919  -1.024  -2.889
H  4.774  -1.596  -1.545
H  5.233  0.018  -0.981
H  5.013  -0.283  -2.710
H  2.218  2.416  -1.377
H  2.745  2.118  -3.046
H  3.948  2.202  -1.736
C  -5.015  -2.419  1.315
C  -5.872  -1.848  0.183
C  -5.917  -2.796  -1.012
C  -5.390  -0.450  -0.223
N  -3.931  -0.382  -0.366
C  -3.049  0.220  0.412
N  -1.870  0.044  -0.132
N  -2.049  -0.660  -1.283
N  -3.294  -0.922  -1.431
H  -5.492  -3.300  1.748
H  -4.862  -1.694  2.121
H  -4.032  -2.726  0.942
H  -6.887  -1.701  0.557
H  -4.919  -2.940  -1.433
H  -6.566  -2.410  -1.802
H  -6.302  -3.774  -0.708
H  -5.659  0.283  0.533
H  -5.825  -0.142  -1.172
H  -3.258  0.740  1.336

As for the orbital gap: 8.084 eV. The HOMO energy comes out at -8.074 eV. As for the LUMO energy: 0.00034 hartree.

Record 3
Entry from the Open Molecules 2025 dataset: a structure of composition C11H14BMnN7Se (ωB97M-V/def2-TZVPD).

Element x y z (Å)
H  -2.762  1.190  1.758
N  -2.106  0.312  -0.073
B  -2.069  -0.703  -2.445
N  -2.836  -0.068  -1.238
C  -4.132  0.211  -1.073
Mn  0.035  -0.043  -0.174
H  -4.817  -0.023  -1.884
C  -4.305  0.770  0.181
H  -5.242  1.098  0.596
C  -3.036  0.810  0.758
H  -2.809  -0.953  -3.312
C  2.046  -0.347  -0.033
H  2.668  -0.093  0.813
H  2.484  0.273  -0.824
H  2.213  -1.424  -0.104
N  -1.356  -2.002  -1.951
N  -0.981  0.309  -2.928
N  -0.430  -1.920  -0.881
N  0.004  0.769  -2.019
C  -1.473  -3.275  -2.337
C  -0.798  0.904  -4.108
H  -2.159  -3.503  -3.146
H  -1.485  0.669  -4.915
C  -0.636  -4.051  -1.560
C  0.299  1.739  -4.017
C  -0.007  -3.175  -0.677
C  0.770  1.620  -2.713
H  -0.510  -5.115  -1.636
H  0.694  2.350  -4.804
H  0.735  -3.406  0.107
H  1.627  2.121  -2.240
H  0.060  -0.485  1.582
Se  2.678  1.357  3.962
C  1.732  0.933  2.718
N  0.909  0.633  1.853

As for the multiplicity: 6. The expectation value of S² is 8.85. As for the orbital gap (alpha / beta): 6.357 / 6.724 eV. The HOMO energy (alpha / beta) comes out at -6.565 / -7.714 eV. As for the relative energy (zero: lowest compared OMol25 entry of this formula, charge and spin): 81.4 kcal per mole. As for the LUMO energy (alpha / beta): -0.00767 / -0.03638 hartree.

Record 4
Entry from the Open Molecules 2025 dataset: the molecule C3H2O2 (ωB97M-V/def2-TZVPD).

Element x y z (Å)
O  -2.103  0.265  1.751
C  -1.107  0.009  1.172
C  -0.216  -0.351  0.237
C  0.679  0.197  -0.803
O  1.053  -0.873  0.129
H  0.538  -0.281  -1.849
H  1.156  1.033  -0.636

As for the orbital gap: 8.811 eV. The HOMO energy comes out at -8.697 eV. As for the relative energy (zero: lowest compared OMol25 entry of this formula, charge and spin): 60.1 kcal per mole. As for the LUMO energy: 0.00419 hartree.

Record 5
Entry from the Open Molecules 2025 dataset: a cluster of 4 separate species, C20H17F24N2O3 in total (ωB97M-V/def2-TZVPD).

Element x y z (Å)
C  -5.218  2.964  -1.916
C  -4.946  1.916  -2.684
C  -4.633  0.447  -3.283
C  -3.222  -0.241  -3.376
N  -3.631  -1.527  -3.963
C  -5.087  -1.616  -4.188
N  -5.754  -0.369  -3.766
H  -5.467  3.670  -1.026
H  -2.190  0.158  -3.079
H  -2.955  -2.297  -4.165
H  -5.640  -2.527  -4.613
H  -6.763  -0.126  -3.803
C  -2.739  -1.516  0.114
C  -3.294  -0.727  1.315
C  -2.384  0.372  1.866
F  -1.195  -0.099  2.292
F  -2.962  0.974  2.936
F  -3.654  -1.601  2.286
F  -4.457  -0.135  0.900
O  -2.104  -2.770  0.399
C  -0.745  -2.718  0.797
C  -0.530  -3.167  2.250
F  -1.276  -2.445  3.115
F  0.764  -3.002  2.619
F  -0.256  -1.486  0.546
F  -0.079  -3.557  -0.034
H  -3.605  -1.792  -0.497
H  -2.126  -0.891  -0.547
H  -2.200  1.144  1.113
H  -0.796  -4.219  2.375
C  3.039  -3.207  -0.528
C  3.562  -4.520  -1.140
C  4.236  -5.488  -0.166
F  5.310  -4.951  0.445
F  4.683  -6.588  -0.826
F  4.378  -4.224  -2.183
F  2.484  -5.164  -1.687
O  3.890  -2.057  -0.635
C  4.910  -1.925  0.340
C  6.320  -2.056  -0.251
F  6.484  -3.224  -0.912
F  7.259  -2.028  0.727
F  4.675  -2.791  1.348
F  4.760  -0.687  0.873
H  2.151  -2.933  -1.106
H  2.667  -3.344  0.495
H  3.534  -5.825  0.601
H  6.526  -1.243  -0.952
C  1.134  6.289  1.029
C  0.293  5.842  -0.182
C  -1.181  5.548  0.103
F  -1.354  4.567  1.011
F  -1.810  5.133  -1.031
F  0.902  4.782  -0.773
F  0.344  6.856  -1.099
O  1.903  5.279  1.698
C  1.222  4.492  2.658
C  1.097  3.020  2.241
F  0.488  2.886  1.039
F  0.351  2.325  3.133
F  0.033  5.065  2.940
F  1.952  4.574  3.796
H  1.889  6.978  0.638
H  0.555  6.892  1.739
H  -1.698  6.444  0.458
H  2.081  2.549  2.171

As for the total charge: +1. As for the orbital gap: 8.579 eV. The HOMO energy comes out at -13.225 eV. As for the LUMO energy: -0.17076 hartree.

Record 6
Entry from the Open Molecules 2025 dataset: a cluster of 2 separate species, C16H31NO6P in total (ωB97M-V/def2-TZVPD).

Element x y z (Å)
C  -1.718  3.295  -2.681
C  -3.054  2.536  -2.569
O  -3.430  2.501  -1.184
C  -4.756  2.947  -0.989
C  -4.962  3.254  0.492
O  -4.448  2.257  1.361
C  -5.016  0.984  1.184
C  -3.894  -0.004  0.929
C  -2.724  0.160  1.688
C  -1.674  -0.735  1.527
C  -1.828  -1.749  0.609
N  -2.935  -1.873  -0.124
C  -3.971  -1.022  0.013
H  -1.243  3.214  -1.701
H  -1.060  2.774  -3.378
H  -1.858  4.336  -2.965
H  -3.824  2.977  -3.205
H  -2.901  1.504  -2.905
H  -5.024  3.836  -1.569
H  -5.445  2.137  -1.285
H  -4.377  4.155  0.699
H  -6.000  3.531  0.714
H  -5.813  0.931  0.440
H  -5.473  0.688  2.140
H  -2.681  0.992  2.381
H  -0.780  -0.628  2.125
H  -1.025  -2.467  0.493
H  -2.967  -2.647  -0.775
H  -4.844  -1.178  -0.606
O  3.796  -3.010  0.179
P  3.944  -1.538  0.307
O  3.605  -0.946  -1.180
C  2.348  -1.218  -1.771
C  1.222  -0.446  -1.103
O  5.549  -1.335  0.330
C  6.450  -2.435  0.495
C  6.915  -2.959  -0.847
O  3.772  -0.090  1.086
C  2.890  0.017  2.212
C  3.088  -1.096  3.223
H  2.143  -2.293  -1.749
H  2.424  -0.922  -2.817
H  1.036  -0.837  -0.095
H  0.296  -0.535  -1.676
H  1.478  0.609  -1.004
H  5.997  -3.223  1.095
H  7.305  -2.059  1.057
H  6.072  -3.222  -1.486
H  7.546  -3.839  -0.720
H  7.486  -2.193  -1.375
H  1.851  0.042  1.863
H  3.097  0.979  2.679
H  2.779  -2.064  2.812
H  2.496  -0.912  4.120
H  4.138  -1.179  3.504

As for the total charge: +1. As for the orbital gap: 7.688 eV. The HOMO energy comes out at -12.080 eV. As for the LUMO energy: -0.16143 hartree.

Record 7
Entry from the Open Molecules 2025 dataset: a cluster of 9 separate species, C5H27NO9S in total (ωB97M-V/def2-TZVPD).

Element x y z (Å)
C  3.197  -1.082  -0.226
C  1.771  -0.567  -0.844
C  0.888  -0.095  0.300
O  1.285  0.836  0.969
N  -0.288  -0.779  0.510
C  -0.685  -2.146  -0.069
C  -2.065  -2.516  0.518
S  -3.503  -1.590  -0.035
H  3.723  -1.709  -1.003
H  3.911  -0.320  0.108
H  2.923  -1.547  0.744
H  1.319  -1.428  -1.404
H  1.984  0.328  -1.459
H  -0.630  -0.489  1.442
H  -0.024  -2.867  0.263
H  -0.783  -2.291  -1.259
H  -2.214  -2.530  1.582
H  -2.315  -3.558  0.150
H  -2.865  -0.890  -0.937
O  -0.053  2.085  -3.163
H  0.115  1.214  -3.479
H  -0.533  1.985  -2.334
O  -2.547  1.766  -0.777
H  -1.721  1.451  -0.556
H  -2.771  2.326  0.001
O  -1.086  2.493  2.518
H  -0.659  2.062  1.881
H  -0.626  3.414  2.382
O  1.784  4.346  1.275
H  1.298  4.556  0.440
H  2.039  3.349  1.140
O  1.932  -2.458  3.232
H  2.045  -1.535  3.620
H  2.573  -2.703  2.676
O  -0.982  0.880  4.747
H  -0.720  1.638  4.234
H  -1.054  0.412  4.025
O  1.244  -0.836  -3.792
H  2.168  -0.702  -3.887
H  0.704  -0.856  -4.602
O  -2.670  -0.133  -2.814
H  -3.026  0.721  -2.430
H  -3.081  -0.234  -3.689

As for the orbital gap: 8.847 eV. The HOMO energy comes out at -8.817 eV. As for the relative energy (zero: lowest compared OMol25 entry of this formula, charge and spin): 62.3 kcal per mole. As for the LUMO energy: 0.00111 hartree.

Number 1: maximum force 0.15564 hartree/bohr. Number 2: maximum force 0.01605 hartree/bohr. Number 3: maximum force 0.15298 hartree/bohr. Number 4: maximum force 0.14313 hartree/bohr. Number 5: maximum force 0.14653 hartree/bohr. Number 6: maximum force 0.13000 hartree/bohr. Number 7: maximum force 0.15010 hartree/bohr.